#P
{"formula": "C8H8N2O", "method": "wB97M-V/def2-TZVPD", "species": ["C", "C", "O", "C", "N", "C", "C", "C", "C", "C", "N", "H", "H", "H", "H", "H", "H", "H", "H"], "xyz": [[2.509, -2.108, -1.416], [2.901, -0.815, -1.837], [2.902, 0.231, -1.134], [1.991, 0.599, -0.343], [0.845, 0.096, -0.472], [-0.250, 0.653, 0.016], [-1.422, 0.021, 0.449], [-2.250, 0.718, 1.352], [-2.030, 2.016, 1.826], [-0.918, 2.641, 1.165], [-0.123, 1.997, 0.233], [2.622, -2.845, -2.213], [2.678, -2.427, -0.426], [3.296, -0.737, -2.834], [2.239, 1.569, 0.025], [-1.778, -1.014, 0.089], [-3.228, 0.319, 1.647], [-2.756, 2.310, 2.631], [-0.609, 3.602, 1.338]], "lumo_ev": 0.29, "smiles": "C=CO/C=N/c1ccccn1", "homo_lumo_gap_ha": 0.32177}


#Q
{"formula": "C8H8N2O", "method": "wB97M-V/def2-TZVPD", "species": ["N", "C", "C", "O", "N", "C", "C", "C", "C", "C", "C", "H", "H", "H", "H", "H", "H", "H", "H"], "xyz": [[-5.057, -0.954, 0.080], [-3.951, -0.912, 0.352], [-2.552, -0.510, 0.809], [-2.575, 0.738, 1.326], [-1.676, -0.555, -0.449], [-0.284, -0.296, -0.319], [0.419, 0.179, -1.417], [1.819, 0.387, -1.421], [2.466, 0.217, -0.234], [1.868, -0.269, 0.967], [0.485, -0.494, 0.902], [-2.425, -1.354, 1.652], [-2.843, 1.441, 0.738], [-2.175, -0.104, -1.116], [0.039, 0.342, -2.400], [2.204, 0.764, -2.312], [3.501, 0.347, -0.315], [2.341, -0.436, 1.884], [0.163, -1.088, 1.715]], "lumo_ev": 0.62, "smiles": "N#C[C@H](O)Nc1ccccc1", "homo_lumo_gap_ha": 0.33527}


Result of the stability comparison: #P is the least stable of them.


#P
{"formula": "C6H16N2", "method": "wB97M-V/def2-TZVPD", "species": ["C", "N", "C", "C", "C", "N", "C", "C", "H", "H", "H", "H", "H", "H", "H", "H", "H", "H", "H", "H", "H", "H", "H", "H"], "xyz": [[0.986, -0.305, -0.321], [0.111, -0.778, 0.942], [0.588, -2.158, 1.248], [-0.173, -2.657, 2.443], [0.427, 0.998, -0.720], [1.333, 1.576, -1.687], [-1.671, 2.372, -1.242], [-1.034, 0.971, -1.111], [0.752, -0.998, -1.037], [2.048, -0.400, -0.191], [0.581, -0.236, 1.753], [0.731, -2.864, 0.433], [1.681, -2.012, 1.556], [-0.116, -3.667, 2.701], [-0.018, -2.090, 3.307], [-1.261, -2.303, 2.219], [0.453, 1.603, 0.167], [1.402, 1.233, -2.601], [1.299, 2.617, -1.666], [-1.153, 2.856, -2.045], [-2.736, 2.265, -1.313], [-1.580, 2.997, -0.407], [-1.064, 0.551, -2.055], [-1.584, 0.428, -0.374]], "s2": 0.750, "lumo_ev": [3.44, 4.01], "homo_lumo_gap_ha": [0.06220, 0.35622], "total_charge": -1, "spin_multiplicity": 2}


#Q
{"formula": "C6H16N2", "method": "wB97M-V/def2-TZVPD", "species": ["C", "C", "N", "C", "C", "C", "C", "N", "H", "H", "H", "H", "H", "H", "H", "H", "H", "H", "H", "H", "H", "H", "H", "H"], "xyz": [[3.299, 0.021, -0.454], [1.779, 0.381, -0.544], [0.979, -0.394, 0.320], [-2.457, 1.219, 1.023], [-0.952, 1.036, 0.899], [-0.437, -0.233, 0.188], [-0.961, -0.438, -1.242], [-2.366, -0.669, -1.222], [3.518, -0.777, -1.153], [3.560, -0.291, 0.553], [3.878, 0.932, -0.628], [1.543, 0.284, -1.614], [1.733, 1.466, -0.389], [0.667, -3.052, 2.123], [-2.957, 0.275, 1.173], [-2.667, 1.889, 1.857], [-2.846, 1.634, 0.114], [-0.453, 1.058, 1.869], [-0.516, 1.880, 0.348], [-0.839, -1.106, 0.734], [-0.418, -1.346, -1.627], [-0.542, 0.358, -1.899], [0.045, -3.076, 1.712], [-2.590, -1.051, -2.140]], "s2": 0.759, "lumo_ev": [3.95, 3.75], "homo_lumo_gap_ha": [0.21790, 0.18508], "total_charge": -1, "spin_multiplicity": 2}


#R
{"formula": "C6H16N2", "method": "wB97M-V/def2-TZVPD", "species": ["C", "N", "C", "C", "C", "C", "C", "N", "H", "H", "H", "H", "H", "H", "H", "H", "H", "H", "H", "H", "H", "H", "H", "H"], "xyz": [[1.621, 1.463, -0.087], [0.514, 1.109, -0.942], [-0.598, 0.431, -0.297], [-0.277, -0.928, 0.296], [0.594, -1.777, -0.644], [0.844, -3.146, 0.034], [-1.328, 1.334, 0.732], [-2.079, 2.372, 0.029], [2.262, 0.591, 0.138], [1.417, 1.762, 0.949], [2.302, 2.160, -0.519], [0.142, 1.947, -1.371], [-1.351, 0.339, -1.077], [0.310, -0.819, 1.207], [-1.202, -1.432, 0.575], [1.521, -1.216, -0.702], [0.255, -1.941, -1.666], [1.201, -3.800, -0.762], [-0.124, -3.520, 0.361], [1.531, -2.989, 0.860], [-0.534, 1.774, 1.322], [-2.078, 0.807, 1.308], [-3.054, 2.180, -0.122], [-1.889, 3.299, 0.379]], "s2": 0.750, "lumo_ev": [3.76, 3.64], "homo_lumo_gap_ha": [0.08686, 0.30921], "total_charge": -1, "spin_multiplicity": 2}


Result of the stability comparison: #Q is the least stable of them.


#P
{"formula": "C3H36O15", "method": "wB97M-V/def2-TZVPD", "species": ["O", "H", "H", "H", "C", "C", "C", "O", "H", "H", "H", "H", "H", "H", "H", "O", "H", "H", "O", "H", "H", "O", "H", "H", "O", "H", "H", "O", "H", "H", "O", "H", "H", "O", "H", "H", "O", "H", "H", "O", "H", "H", "O", "H", "H", "O", "H", "H", "O", "H", "H", "O", "H", "H"], "xyz": [[-2.950, -0.331, -1.182], [-2.705, -0.852, -1.969], [-2.092, 0.165, -0.819], [-3.611, 0.360, -1.366], [-0.319, -0.614, 0.723], [0.148, 0.606, -0.051], [1.485, 0.271, -0.701], [-0.824, 1.090, -0.962], [-0.507, -1.497, 0.105], [-1.221, -0.421, 1.316], [0.448, -0.908, 1.446], [0.294, 1.461, 0.628], [1.762, 1.048, -1.421], [1.558, -0.658, -1.272], [2.296, 0.262, 0.031], [-1.397, -3.367, 3.402], [-1.765, -2.498, 3.188], [-1.436, -3.856, 2.574], [-3.662, -2.058, 2.057], [-3.949, -1.232, 1.653], [-4.477, -2.509, 2.301], [3.410, 2.691, 1.989], [3.415, 1.772, 1.705], [3.428, 3.197, 1.171], [1.076, 0.912, -4.753], [1.218, 1.361, -3.910], [1.912, 0.457, -4.922], [-2.170, 3.824, -2.276], [-1.750, 3.602, -3.116], [-1.480, 3.698, -1.624], [-3.275, 2.422, 0.109], [-2.497, 1.935, -0.222], [-3.881, 2.481, -0.638], [1.314, -2.099, 3.848], [0.396, -2.412, 3.928], [1.233, -1.147, 3.733], [0.648, 3.161, -2.300], [0.243, 2.376, -1.887], [0.534, 3.869, -1.659], [4.365, -1.685, 0.499], [3.969, -1.234, 1.250], [4.534, -2.577, 0.820], [-1.721, 1.276, -3.653], [-0.853, 1.171, -4.069], [-1.533, 1.283, -2.698], [3.234, -0.879, -3.763], [4.088, -0.620, -3.401], [2.652, -0.928, -2.997], [1.896, -3.985, 1.960], [1.774, -3.277, 2.627], [2.399, -4.667, 2.414], [-1.633, -0.447, 4.031], [-1.721, 0.293, 3.420], [-2.302, -0.284, 4.704]], "lumo_ev": -0.63, "homo_lumo_gap_ha": 0.33280}


#Q
{"formula": "C3H36O15", "method": "wB97M-V/def2-TZVPD", "species": ["C", "O", "H", "H", "H", "H", "C", "O", "H", "H", "H", "H", "C", "O", "H", "H", "H", "H", "O", "H", "H", "O", "H", "H", "O", "H", "H", "O", "H", "H", "O", "H", "H", "O", "H", "H", "O", "H", "H", "O", "H", "H", "O", "H", "H", "O", "H", "H", "O", "H", "H", "O", "H", "H"], "xyz": [[-5.472, 20.970, -1.817], [-5.267, 20.729, -0.430], [-6.286, 20.346, -2.185], [-5.665, 22.020, -2.019], [-4.602, 20.652, -2.398], [-4.326, 20.856, -0.217], [-2.200, 23.269, 0.593], [-2.735, 21.978, 0.388], [-2.953, 24.022, 0.810], [-1.390, 23.233, 1.332], [-1.645, 23.570, -0.303], [-2.900, 21.599, 1.275], [-5.443, 24.828, -0.889], [-5.372, 26.259, -1.110], [-5.290, 24.298, -1.833], [-4.645, 24.570, -0.198], [-6.411, 24.596, -0.443], [-6.231, 26.547, -1.427], [-3.791, 20.317, 2.271], [-3.205, 19.954, 2.949], [-4.566, 20.642, 2.748], [-4.754, 22.616, -4.485], [-5.008, 22.200, -5.316], [-4.042, 22.046, -4.144], [-8.263, 22.753, -1.597], [-8.644, 23.239, -0.856], [-8.714, 21.890, -1.591], [-5.328, 17.431, -2.794], [-5.447, 17.575, -3.739], [-6.199, 17.614, -2.396], [-2.961, 18.156, -1.414], [-3.692, 17.935, -2.037], [-3.375, 18.161, -0.543], [-7.359, 23.718, -4.029], [-6.506, 23.247, -4.047], [-7.678, 23.589, -3.111], [-5.969, 22.714, 1.590], [-5.848, 22.428, 0.666], [-6.536, 22.035, 1.970], [-1.482, 20.551, -1.929], [-2.123, 19.805, -1.965], [-1.856, 21.191, -1.299], [-6.697, 18.532, 0.703], [-7.386, 18.989, 1.199], [-6.170, 19.256, 0.294], [-8.160, 17.857, -2.383], [-8.950, 17.782, -2.937], [-8.360, 17.365, -1.572], [-9.765, 20.242, -1.651], [-9.103, 19.544, -1.817], [-10.078, 20.509, -2.527], [-2.673, 20.692, -4.401], [-2.144, 20.217, -5.050], [-2.086, 20.799, -3.609]], "lumo_ev": -0.23, "homo_lumo_gap_ha": 0.35442}


Result of the stability comparison: #P is the least stable of them.


#P
{"formula": "C9H16NO", "method": "wB97M-V/def2-TZVPD", "species": ["C", "C", "C", "O", "C", "C", "C", "C", "N", "C", "C", "H", "H", "H", "H", "H", "H", "H", "H", "H", "H", "H", "H", "H", "H", "H", "H"], "xyz": [[2.497, 1.564, -1.273], [1.991, 0.912, -0.405], [1.541, 0.096, 0.716], [2.192, -0.332, 1.641], [-0.013, -0.290, 0.415], [-0.549, -0.628, 1.785], [-0.139, -1.486, -0.606], [1.182, -2.190, -0.831], [-0.620, 0.916, -0.291], [-1.978, 0.500, -0.717], [-0.647, 2.120, 0.570], [2.833, 1.915, -2.156], [-0.422, 0.123, 2.586], [-1.581, -1.052, 1.755], [0.001, -1.490, 2.176], [-0.685, -1.043, -1.319], [-0.816, -2.203, -0.163], [1.888, -1.529, -1.310], [1.076, -2.998, -1.496], [1.397, -2.535, 0.115], [-0.097, 1.132, -1.161], [-2.491, 0.031, 0.157], [-2.592, 1.380, -1.012], [-1.914, -0.183, -1.596], [-1.278, 1.876, 1.334], [0.373, 2.457, 0.892], [-1.150, 2.935, 0.194]], "lumo_ev": -3.96, "smiles": "C#CC(=O)[C@](C)(CC)[NH+](C)C", "homo_lumo_gap_ha": 0.38055, "total_charge": 1}


#Q
{"formula": "C9H16NO", "method": "wB97M-V/def2-TZVPD", "species": ["C", "C", "C", "C", "C", "C", "C", "O", "C", "C", "N", "H", "H", "H", "H", "H", "H", "H", "H", "H", "H", "H", "H", "H", "H", "H", "H"], "xyz": [[0.619, 2.460, 3.936], [-0.345, 1.841, 3.265], [-1.735, 1.409, 2.524], [-1.394, 0.303, 1.388], [-0.928, 0.920, -0.031], [0.237, 0.034, -0.781], [0.158, 0.201, -2.384], [1.145, -0.560, -3.139], [1.994, -1.372, -2.288], [1.017, -2.294, -1.368], [0.190, -1.424, -0.410], [1.262, 3.219, 4.535], [-2.288, 2.342, 2.122], [-2.349, 0.868, 3.357], [-2.371, -0.304, 1.191], [-0.627, -0.427, 1.868], [-0.451, 1.968, 0.169], [-1.830, 1.137, -0.736], [1.239, 0.502, -0.405], [0.242, 1.306, -2.735], [-0.893, -0.155, -2.742], [2.736, -0.727, -1.654], [2.685, -2.041, -2.950], [1.642, -3.081, -0.777], [0.246, -2.783, -2.076], [0.594, -1.609, 0.537], [-0.798, -1.731, -0.415]], "lumo_ev": -3.31, "smiles": "C#CCCC[C@@H]1COCC[NH2+]1", "homo_lumo_gap_ha": 0.33600, "total_charge": 1}


Result of the stability comparison: #Q is the least stable of them.